[1]
DFT (ωB97M-V/def2-TZVPD) results for one molecule with the formula C2H4O2S2 in a non-equilibrium geometry.

Structure (XYZ):
```
10
Properties=species:S:1:pos:R:3:lowdin_charge:R:1
C 1.0470 0.0554 -0.2633 -0.379
C -0.2829 0.5995 -0.8980 -0.548
O -1.1855 -1.7376 2.2080 -0.503
O 0.7642 0.1199 1.1060 -0.424
S -1.5576 -0.5693 -0.4089 0.627
S -1.1024 -0.4309 1.6446 0.762
H 1.1646 -1.0606 -0.5900 0.131
H 1.9383 0.8413 -0.4637 0.168
H -0.6983 1.5156 -0.3578 0.084
H -0.0875 0.6668 -1.9768 0.082
```

## Properties
* LUMO energy: -0.22 eV
* E: -1025.375299 Eh
* charge: 0
* HOMO level: -9.90 eV
* energy relative to the best compared isomer or geometry (same formula, charge and spin): 2.4530 eV



[2]
DFT (ωB97M-V/def2-TZVPD) results for C50H60AsN2NiP as an isolated structure in a non-equilibrium geometry.

Structure (XYZ):
```
115
Properties=species:S:1:pos:R:3:mulliken_spin:R:1
Ni 11.5622 -12.4317 15.6165 1.742
C 9.8150 -8.9935 21.6243 0.000
C 10.9053 -10.0600 21.5544 -0.008
C 10.4912 -11.1855 22.5293 0.000
C 12.3019 -9.5836 21.9730 -0.001
C 11.1087 -10.6335 20.1143 -0.002
C 11.9961 -11.6664 19.8924 0.011
C 12.2741 -12.0588 18.6099 0.003
N 11.6168 -11.5951 17.5766 0.039
C 10.6815 -10.6046 17.7361 0.023
C 10.4300 -10.1128 19.0156 0.005
C 9.8853 -10.2434 16.5198 0.012
C 8.9662 -9.2394 16.4858 0.009
C 8.0756 -9.0953 15.4114 -0.004
C 8.2281 -9.9971 14.3543 0.007
C 9.2327 -10.9452 14.4462 0.004
N 10.0591 -11.0755 15.4973 0.058
C 7.0213 -7.9729 15.3185 -0.006
C 7.3998 -7.1271 14.1144 0.000
C 5.5674 -8.5259 15.2179 0.000
C 7.1276 -7.0630 16.5472 -0.001
H 9.7173 -8.7419 22.6568 0.000
H 8.9038 -9.3577 21.1672 0.000
H 10.0949 -8.0793 21.1307 0.000
H 10.4505 -10.8168 23.5645 0.000
H 11.1481 -12.1020 22.4430 0.000
H 9.4772 -11.6150 22.3551 0.000
H 12.2392 -9.0879 22.9217 0.000
H 12.8039 -8.8970 21.2617 0.000
H 12.9504 -10.4573 22.1631 0.000
H 12.4995 -12.1807 20.7117 0.001
H 13.0286 -12.8492 18.4725 -0.001
H 9.6943 -9.3119 19.1690 0.001
H 8.8760 -8.6419 17.3686 0.001
H 7.5970 -9.9596 13.4335 0.000
H 9.4484 -11.6029 13.5893 0.001
H 7.1732 -7.6780 13.2034 0.000
H 8.4396 -6.8048 14.2108 0.000
H 6.8453 -6.1648 14.0688 0.000
H 5.3441 -8.8823 14.2166 0.000
H 4.9165 -7.6524 15.3561 0.000
H 5.3641 -9.3269 15.9568 0.000
H 8.1543 -6.7573 16.7289 0.000
H 6.8404 -7.6021 17.4601 0.000
H 6.4651 -6.2134 16.4336 0.000
C 17.1587 -11.9691 16.2477 0.001
C 17.1758 -11.0534 15.1691 0.000
C 15.9924 -10.7040 14.5068 -0.004
C 14.7946 -11.1999 15.0012 0.009
C 14.7701 -12.0315 16.1197 0.017
C 15.9436 -12.4502 16.7143 0.013
As 13.0735 -10.9844 14.2232 0.021
C 12.4093 -9.2785 13.7156 -0.005
C 12.1156 -8.2050 14.5256 0.003
C 11.4985 -7.0918 13.9850 -0.001
C 11.1997 -7.0312 12.6489 0.001
C 11.5824 -8.1001 11.8157 -0.001
C 12.1339 -9.2153 12.3568 -0.002
C 12.6256 -10.3834 11.5953 0.005
C 12.5571 -10.5128 10.2081 0.000
C 13.1481 -11.6053 9.5935 0.003
C 13.7685 -12.6350 10.3617 -0.002
C 13.7646 -12.5330 11.7516 0.002
C 13.1874 -11.4192 12.3490 0.003
H 18.1284 -12.2120 16.7337 0.000
H 18.1251 -10.7323 14.8147 0.000
H 15.9905 -10.0690 13.6261 0.001
H 13.9083 -12.5147 16.4648 0.022
H 15.9174 -13.1462 17.5298 0.000
H 12.2992 -8.2531 15.5997 0.000
H 11.2437 -6.2556 14.6577 0.000
H 10.6666 -6.1700 12.2353 0.000
H 11.3416 -8.1156 10.7592 0.000
H 12.2558 -9.6554 9.6199 0.000
H 13.1136 -11.6325 8.5350 0.000
H 14.1935 -13.4878 9.8392 0.000
H 14.2197 -13.2381 12.4012 0.000
C 13.1958 -15.6449 15.7143 0.005
C 11.9062 -15.8971 16.4982 -0.014
C 12.1514 -15.7332 17.9607 0.013
C 11.5976 -17.3705 16.1691 0.001
P 10.6395 -14.6091 15.9616 -0.023
C 10.1717 -15.0988 14.2630 -0.044
C 9.3850 -16.2059 13.9077 -0.005
C 9.1406 -16.4280 12.5593 -0.001
C 9.5254 -15.5081 11.6021 0.002
C 10.2296 -14.3515 11.9616 0.012
C 10.5666 -14.1598 13.2965 0.014
C 9.0643 -14.6474 16.9323 -0.003
C 7.9803 -13.9647 16.0971 0.005
C 8.6240 -16.0296 17.3406 -0.002
C 9.3099 -13.7729 18.1561 0.010
H 14.0875 -16.0981 16.2187 0.000
H 13.3854 -14.5339 15.6839 0.002
H 13.1511 -16.0348 14.6975 0.005
H 12.8936 -16.5241 18.3372 0.000
H 11.3074 -15.7543 18.6140 -0.001
H 12.6155 -14.7663 18.1077 -0.003
H 12.4441 -17.9853 16.5220 0.001
H 11.3848 -17.5330 15.1148 0.000
H 10.7081 -17.7431 16.6630 0.000
H 8.9365 -16.8818 14.6179 0.000
H 8.6476 -17.3080 12.2364 0.000
H 9.3006 -15.6307 10.5719 0.001
H 10.5102 -13.6216 11.1940 0.001
H 11.1542 -13.2473 13.4696 0.049
H 7.4343 -14.7133 15.4954 0.000
H 8.3683 -13.2457 15.3773 -0.002
H 7.2434 -13.5544 16.7743 0.000
H 8.5054 -16.7107 16.4630 0.000
H 7.6239 -16.0263 17.8290 -0.001
H 9.3345 -16.4298 18.0864 0.000
H 9.3998 -12.7293 17.8242 -0.002
H 10.1497 -14.0039 18.6924 -0.002
H 8.4622 -13.8459 18.8721 0.000
```

## Properties
* 2S+1: 3
* LUMO energy (spin up / spin down): -5.41 / -6.22 eV
* E: -6135.776558 Eh
* ⟨S²⟩: 2.008
* charge: +2
* HOMO level (spin up / spin down): -13.17 / -13.17 eV
* energy relative to the best compared isomer or geometry (same formula, charge and spin): 0.0000 eV